[1]
C3H8N2S | the ωB97M-V functional and the def2-TZVPD basis

Output
**E**: -626.65912 Eh
**Total charge**: 0

Each line ends with the Mulliken charge.
Geometry (Å):
1 C -1.533 -1.550 0.048  -1.0069
2 C -0.515 -0.523 -0.008  0.8154
3 C -0.844 0.715 0.547  -0.5186
4 H -1.480 -2.190 1.132  0.2500
5 H -0.979 -2.337 -0.492  0.3771
6 H -2.623 -1.364 -0.544  0.2694
7 H -1.497 0.679 1.555  0.2923
8 H 0.051 1.269 1.152  0.3040
9 H -1.824 2.504 0.030  0.2847
10 H -0.584 2.213 -0.936  0.2841
11 H 2.944 -0.320 -0.310  0.1363
12 N -1.330 1.578 -0.481  -0.7227
13 N 0.598 -0.852 -0.513  -0.5669
14 S 1.779 0.163 0.116  -0.1982

[2]
C5H11NO | the ωB97M-V functional and the def2-TZVPD basis

Output
**E**: -327.06005 Eh
**SMILES**: C/C=C/C=C/N.O
**Total charge**: 0

Each line ends with the Mulliken charge.
Geometry (Å):
1 N 2.573 -1.489 0.433  -0.5297
2 C 1.491 -0.648 0.833  -0.3296
3 C 0.779 0.029 -0.070  -0.2100
4 C -0.345 0.901 0.322  -0.3305
5 C -1.218 1.442 -0.534  -0.0054
6 C -2.466 2.094 0.049  -1.0965
7 H 3.069 -1.782 1.251  0.2411
8 H 3.192 -0.974 -0.167  0.2419
9 H 1.271 -0.606 1.892  0.3038
10 H 0.794 -0.230 -1.122  0.2727
11 H -0.410 0.999 1.402  0.1992
12 H -1.040 1.613 -1.586  0.3904
13 H -2.642 3.081 -0.382  0.3271
14 H -3.319 1.448 -0.156  0.2562
15 H -2.329 2.229 1.120  0.2966
16 H -0.459 -2.848 -0.714  0.3180
17 H 0.966 -2.579 -1.093  0.3219
18 O 0.092 -2.681 -1.478  -0.6672

[3]
C3H7NO2 | the ωB97M-V functional and the def2-TZVPD basis

Output
**E**: -323.73389 Eh
**SMILES**: CCNC(=O)O
**Total charge**: 0

Each line ends with the Mulliken charge.
Geometry (Å):
1 C 0.946 0.173 -1.381  -0.2334
2 N 0.014 -0.641 -0.614  -0.1882
3 C -0.563 -0.384 0.633  0.4945
4 O -1.838 -0.683 0.504  -0.4450
5 O -0.011 -0.169 1.718  -0.5780
6 C 1.348 1.504 -0.671  -1.0604
7 H 0.480 0.517 -2.315  0.2423
8 H 1.946 -0.335 -1.517  0.2754
9 H -0.292 -1.594 -1.016  0.2491
10 H -2.221 -0.653 1.353  0.3416
11 H 0.739 2.372 -0.986  0.2526
12 H 1.271 1.352 0.385  0.3371
13 H 2.388 1.885 -0.866  0.3124

[4]
C27H42ClO17 | the ωB97M-V functional and the def2-TZVPD basis

Output
**E**: -2793.23600 Eh
**Total charge**: -1

Each line ends with the Mulliken charge.
Geometry (Å):
1 Cl 0.248 0.547 0.139  1.2580
2 O 1.137 0.735 -0.988  -0.6869
3 O -1.058 0.154 -0.362  -0.4732
4 O 0.745 -0.511 0.995  -0.4753
5 O 0.109 1.764 0.893  -0.6119
6 O -0.829 -5.247 -1.535  -0.6205
7 C 0.167 -4.591 -1.578  0.4706
8 O 0.196 -3.371 -2.158  -0.2752
9 C 1.443 -2.669 -1.905  0.5264
10 C 2.164 -3.525 -0.871  -0.0107
11 C 1.544 -4.906 -1.029  -0.3776
12 H 1.234 -1.657 -1.582  -0.5467
13 H 1.943 -2.655 -2.877  0.1973
14 H 1.981 -3.120 0.126  -0.3244
15 H 3.247 -3.551 -0.994  0.4740
16 H 1.489 -5.430 -0.080  0.2044
17 H 2.080 -5.500 -1.771  0.2895
18 O -1.915 -4.198 5.495  -0.5853
19 C -1.329 -4.107 4.455  0.4151
20 O -1.291 -5.130 3.555  -0.3854
21 C -0.426 -4.777 2.457  -0.0818
22 C 0.467 -3.675 3.030  0.1451
23 C -0.543 -2.935 3.880  -0.3318
24 H -1.069 -4.409 1.653  0.0957
25 H 0.131 -5.640 2.102  0.1882
26 H 0.921 -3.061 2.253  -0.2314
27 H 1.247 -4.165 3.615  0.2940
28 H -1.216 -2.310 3.291  0.1201
29 H -0.128 -2.332 4.683  0.3646
30 O 3.858 3.213 3.468  -0.6225
31 C 3.984 2.200 2.849  0.4511
32 O 4.111 2.181 1.509  -0.3191
33 C 4.298 0.861 0.990  0.3563
34 C 4.483 -0.059 2.205  -0.4863
35 C 4.025 0.782 3.394  -0.2763
36 H 5.115 0.828 0.274  0.3211
37 H 3.381 0.603 0.459  -0.3896
38 H 5.539 -0.324 2.305  0.3128
39 H 3.953 -1.004 2.100  0.1828
40 H 4.731 0.784 4.220  0.2969
41 H 3.030 0.509 3.740  0.1866
42 O -5.295 0.997 2.074  -0.6103
43 C -4.614 1.915 1.728  0.4103
44 O -5.124 2.932 0.984  -0.3819
45 C -4.147 3.958 0.763  -0.3857
46 C -2.987 3.654 1.715  -0.2662
47 C -3.149 2.173 2.003  0.7002
48 H -4.603 4.919 0.989  0.2944
49 H -3.852 3.910 -0.285  0.2754
50 H -3.032 4.250 2.630  0.3006
51 H -2.004 3.879 1.299  -0.0448
52 H -2.892 1.791 2.986  0.3879
53 H -2.591 1.583 1.265  -0.6743
54 O -0.626 3.023 -4.879  -0.6116
55 C -0.391 1.894 -4.554  0.2292
56 O 0.806 1.319 -4.803  -0.4153
57 C 0.883 -0.007 -4.246  -0.0542
58 C -0.566 -0.417 -3.951  0.5428
59 C -1.298 0.918 -3.842  0.0795
60 H 1.373 0.106 -3.280  0.0530
61 H 1.381 -0.683 -4.931  0.2882
62 H -0.616 -0.976 -3.016  -0.7068
63 H -1.021 -1.072 -4.696  0.4298
64 H -1.389 1.220 -2.796  -0.2638
65 H -2.282 0.922 -4.302  0.4744
66 O 4.303 4.727 -0.744  -0.6153
67 C 3.133 4.600 -0.952  0.4014
68 O 2.631 4.638 -2.211  -0.4096
69 C 1.212 4.375 -2.172  0.0554
70 C 0.800 4.803 -0.772  -0.0584
71 C 2.002 4.372 0.067  0.3534
72 H 1.053 3.307 -2.324  -0.2892
73 H 0.733 4.957 -2.954  0.3825
74 H -0.121 4.287 -0.480  -0.1669
75 H 0.543 5.861 -0.693  0.3630
76 H 1.971 3.290 0.184  -0.5090
77 H 2.278 4.966 0.930  0.4789
78 C -4.134 -0.571 -1.247  -0.0475
79 C -3.994 -2.061 -1.192  0.4347
80 O -4.800 -2.791 -1.722  -0.6298
81 C -2.820 -2.603 -0.427  -0.2926
82 H -5.052 -0.235 -1.724  0.4071
83 H -3.317 -0.159 -1.857  -0.2746
84 H -4.017 -0.101 -0.270  -0.1371
85 H -1.881 -2.281 -0.881  -0.1835
86 H -2.852 -3.690 -0.410  0.4147
87 H -2.829 -2.203 0.591  0.2325

- E of number 4 (C27H42ClO17)?
  -2793.23600 Eh

- Among the records above, which one has the highest E?
  C3H7NO2